1.
{"formula": "C43H36BrF4N2O8PS2SnTe", "method": "wB97M-V/def2-TZVPD", "species": ["Sn", "F", "C", "C", "F", "C", "F", "C", "P", "C", "C", "C", "C", "C", "C", "C", "C", "C", "C", "C", "C", "C", "Br", "C", "F", "H", "H", "H", "H", "H", "H", "H", "H", "H", "H", "C", "C", "C", "C", "C", "C", "C", "S", "O", "O", "N", "C", "C", "O", "O", "H", "H", "H", "H", "H", "H", "H", "H", "H", "C", "C", "C", "C", "C", "C", "C", "S", "O", "O", "N", "C", "C", "C", "O", "O", "H", "H", "H", "H", "H", "H", "H", "H", "H", "H", "H", "H", "Te", "C", "C", "C", "C", "C", "C", "H", "H", "H", "H", "H"], "coordinates": [[0.0222, -2.1730, -1.2008], [-7.7747, -0.2610, -3.4881], [-6.7358, -0.2484, -2.6710], [-6.4108, 0.8988, -1.9705], [-7.1087, 2.0080, -2.1336], [-5.3030, 0.9090, -1.1514], [-5.0490, 2.0911, -0.5717], [-4.5031, -0.2000, -0.9553], [-2.9400, -0.1710, 0.0252], [-3.5626, 0.2899, 1.6469], [-2.7959, 0.9162, 2.6140], [-3.2558, 1.0792, 3.9102], [-4.4892, 0.5963, 4.3014], [-5.2565, -0.0712, 3.3577], [-4.8004, -0.2248, 2.0573], [-2.1251, 1.2824, -0.7971], [-1.7333, 1.0632, -2.1092], [-0.9858, 1.9828, -2.8045], [-0.5415, 3.1431, -2.1600], [-0.9349, 3.3658, -0.8366], [-1.7211, 2.4494, -0.1547], [-4.8556, -1.3394, -1.6655], [-3.8748, -2.9216, -1.5890], [-5.9356, -1.3507, -2.5442], [-6.2227, -2.4333, -3.2685], [-1.7633, 1.2103, 2.3956], [-2.6056, 1.5728, 4.6002], [-4.8378, 0.6544, 5.3328], [-6.1980, -0.4589, 3.6601], [-5.4282, -0.7736, 1.3456], [-1.9553, 0.1134, -2.5954], [-0.6734, 1.7298, -3.8157], [0.0928, 3.9017, -2.6105], [-0.5526, 4.2162, -0.3161], [-1.9223, 2.6048, 0.8920], [4.4691, 1.5864, -4.0605], [3.4846, 0.4566, -4.3849], [3.8700, -0.7888, -4.8681], [2.9753, -1.8425, -4.9865], [1.6719, -1.6397, -4.5961], [1.2451, -0.3881, -4.2108], [2.1449, 0.6626, -4.1384], [0.5531, -3.0284, -4.4811], [-0.7321, -2.4259, -4.7605], [1.0485, -4.0561, -5.3831], [0.5853, -3.5252, -2.9474], [1.8105, -4.2029, -2.5498], [2.6667, -3.3775, -1.5942], [3.8214, -3.6946, -1.3371], [2.0661, -2.3795, -1.0699], [5.5057, 1.2688, -4.2601], [4.3865, 1.8223, -2.9841], [4.2702, 2.4700, -4.6532], [4.9446, -0.9913, -5.0284], [3.2639, -2.7803, -5.4315], [0.2301, -0.1967, -3.9283], [1.8295, 1.6427, -3.7775], [2.3710, -4.4884, -3.4262], [1.6173, -5.1423, -2.0445], [4.7050, 1.6654, 5.5156], [4.5562, 2.3248, 4.1751], [5.4681, 2.1601, 3.1321], [5.1967, 2.5378, 1.8208], [3.9983, 3.1497, 1.5520], [3.0957, 3.4425, 2.5845], [3.3756, 3.0324, 3.8644], [3.3816, 3.3946, -0.1074], [2.7006, 4.6786, -0.1601], [4.5037, 3.1222, -0.9561], [2.2590, 2.2515, -0.2992], [2.6306, 0.8404, -0.0336], [2.1286, 0.3851, 1.3313], [0.6155, 0.7546, 1.5313], [0.3982, 1.9477, 1.9318], [-0.2361, -0.0833, 1.1979], [5.7638, 1.6476, 5.8389], [4.3313, 0.6532, 5.5119], [4.1566, 2.2106, 6.2708], [6.4403, 1.7239, 3.3792], [5.8794, 2.3420, 0.9998], [2.1335, 3.8394, 2.3218], [2.6490, 3.2155, 4.6362], [1.3923, 2.5493, 0.2559], [3.7198, 0.8008, -0.1238], [2.1963, 0.1911, -0.7963], [2.7440, 0.8211, 2.1319], [2.2403, -0.7053, 1.3534], [-0.2021, -4.4449, 0.5044], [-1.5650, -3.8852, 2.0859], [-1.6821, -2.6314, 2.6426], [-2.5378, -2.4791, 3.7368], [-3.2191, -3.5886, 4.2580], [-3.0943, -4.8439, 3.6715], [-2.2062, -4.9967, 2.6249], [-1.1404, -1.7569, 2.2622], [-2.6239, -1.5051, 4.1860], [-3.8788, -3.4780, 5.1007], [-3.5968, -5.7167, 4.0464], [-2.0387, -5.9793, 2.1931]], "atomic_forces_ev_per_a": [[-0.83, 0.31, -0.44], [-0.59, 0.04, -0.44], [0.28, 0.41, 0.22], [0.41, -0.43, -0.02], [-0.64, 0.57, -0.16], [-0.21, 0.45, 0.07], [0.18, -0.24, 0.17], [0.11, 0.19, 0.01], [0.94, -0.04, -0.57], [-0.81, -0.05, 0.40], [1.05, 0.25, 0.03], [-0.12, 0.01, -0.09], [-0.09, -0.19, 0.09], [0.56, 0.31, -0.15], [-0.42, -0.10, -0.29], [-0.33, -0.21, 0.74], [-0.26, -0.62, -0.16], [0.77, 0.72, -0.18], [-0.56, 0.03, 0.42], [0.05, -0.51, -0.61], [0.04, -0.23, -0.21], [-0.27, -0.13, -0.52], [0.38, -0.45, 0.17], [0.38, -0.30, 0.44], [-0.16, -0.08, -0.07], [-0.45, 0.04, -0.02], [0.27, 0.22, 0.45], [0.11, 0.17, -0.22], [-0.72, -0.42, 0.03], [0.23, 0.20, 0.26], [-0.14, 0.11, 0.07], [-0.07, 0.28, 0.11], [-0.02, -0.34, -0.25], [0.14, 0.51, 0.26], [-0.13, 0.07, 0.00], [0.09, -1.16, 0.24], [0.85, 0.46, -0.12], [1.23, -0.18, 0.26], [0.23, 0.43, -0.24], [-0.22, -0.77, -0.13], [0.11, 0.68, 0.23], [-0.44, 0.16, 0.42], [-0.34, 0.17, 0.28], [-0.16, -0.39, 0.26], [-0.02, 0.37, 0.35], [-0.24, 0.12, -0.43], [0.10, 0.06, -0.39], [1.05, -0.75, -0.23], [-0.26, -0.09, -0.27], [0.23, 1.12, 0.69], [-0.33, 0.09, 0.06], [0.07, 0.12, -0.55], [-0.13, 0.27, -0.03], [-0.63, 0.21, -0.14], [0.12, -0.25, 0.24], [-0.42, -0.26, 0.03], [-0.10, -0.23, -0.06], [0.53, -0.04, -0.21], [-0.37, -0.28, 0.27], [1.08, 0.63, 0.15], [-0.78, 0.36, -0.98], [0.68, -0.29, 0.64], [0.20, 0.01, -0.02], [-1.12, 0.50, 0.20], [0.46, -0.41, -0.60], [0.51, -0.32, 0.39], [-0.17, 0.71, 0.72], [0.46, -0.92, -0.04], [0.24, -0.01, -0.51], [-1.34, 0.62, 0.62], [-0.14, 0.40, 0.00], [-0.24, -0.42, 0.40], [1.03, 1.06, -0.04], [0.09, -0.79, -0.18], [-0.20, -0.37, 0.03], [-0.43, -0.12, -0.18], [-0.10, -0.38, -0.15], [-0.22, 0.16, 0.22], [-0.29, -0.13, -0.23], [0.02, -0.02, 0.19], [-0.23, 0.28, 0.12], [-0.23, -0.05, 0.23], [1.15, -0.58, -0.82], [-0.09, -0.35, 0.05], [0.08, 0.24, -0.15], [-0.30, -0.06, -0.17], [-0.05, 0.13, 0.07], [-0.30, 0.09, 0.32], [1.20, -0.97, -0.99], [-0.38, 0.65, 0.33], [0.12, -0.85, 0.01], [-0.13, 0.41, -0.30], [0.68, 0.37, 0.10], [-0.45, 0.09, -0.20], [-0.17, -0.45, -0.01], [-0.17, 0.14, 0.17], [-0.17, 0.18, 0.25], [-0.29, -0.13, 0.28], [-0.06, 0.13, -0.02]], "e_tot_ev": -189535.61642, "charge": -2, "homo_lumo_gap_ev": 6.379, "homo_ev": -2.560, "e_above_lowest_ev": 0.000}

---

2.
{"formula": "C5H2Cl2O4", "method": "wB97M-V/def2-TZVPD", "species": ["C", "C", "C", "C", "C", "O", "O", "O", "O", "Cl", "Cl", "H", "H"], "coordinates": [[-0.3580, -1.6394, 1.3365], [0.7683, 0.7224, 1.5058], [-0.0216, 0.1492, -0.8694], [0.2659, -0.2892, 0.6749], [0.1506, 1.4924, -1.8811], [-1.5183, -1.8510, 1.0854], [0.6316, 1.6345, 2.2580], [0.4498, -2.2182, 2.0724], [1.7257, -0.0119, 1.0070], [-1.2105, 2.5057, -1.4913], [-0.5132, 0.5007, -3.4058], [0.5742, -0.6658, -1.3104], [-0.9443, -0.3294, -0.9822]], "atomic_forces_ev_per_a": [[2.34, 1.36, 0.04], [-0.32, -0.04, 0.65], [1.55, -1.61, 0.80], [-1.16, 0.95, -2.57], [0.98, -2.96, 1.51], [-2.26, -0.33, -0.72], [0.31, 0.90, 0.64], [0.34, -0.35, 0.24], [1.18, 0.01, 0.29], [-1.41, 1.36, 0.59], [0.17, 0.19, -0.66], [0.46, 0.57, -0.42], [-2.18, -0.04, -0.38]], "e_tot_ev": -38449.35808, "charge": -2, "homo_lumo_gap_ev": 6.234, "homo_ev": -0.406, "e_above_lowest_ev": 3.159}

---

3.
{"formula": "C43H41CrN9O8S", "method": "wB97M-V/def2-TZVPD", "species": ["Cr", "C", "C", "C", "C", "C", "C", "C", "C", "N", "C", "O", "C", "C", "C", "C", "C", "N", "C", "O", "N", "C", "C", "C", "C", "C", "C", "C", "C", "H", "H", "H", "H", "H", "H", "H", "H", "H", "H", "H", "H", "H", "H", "H", "H", "H", "H", "H", "H", "H", "O", "N", "O", "C", "C", "C", "C", "C", "C", "N", "C", "C", "N", "C", "C", "C", "C", "H", "H", "H", "H", "H", "H", "H", "C", "C", "S", "O", "O", "C", "C", "N", "C", "N", "C", "C", "N", "O", "O", "C", "H", "H", "H", "H", "H", "H", "H", "H", "H", "H", "H", "H", "H"], "coordinates": [[-2.0962, 0.7615, -0.0426], [-0.5477, 4.0179, 2.3138], [-0.2230, 4.2707, 0.8739], [0.8360, 5.1234, 0.5646], [1.0942, 5.4999, -0.7410], [0.2459, 5.0724, -1.7525], [-0.8252, 4.2294, -1.4763], [-1.8222, 3.9509, -2.5688], [-1.0056, 3.7605, -0.1648], [-2.0677, 2.8132, 0.0729], [-3.2752, 3.4571, 0.0658], [-3.4849, 4.6493, 0.1770], [-4.4003, 2.5172, -0.2504], [-5.7341, 2.8432, -0.4041], [-6.6097, 1.8315, -0.7778], [-6.1482, 0.5314, -0.9723], [-4.8046, 0.2909, -0.7817], [-3.9762, 1.2776, -0.4521], [-4.1334, -1.0464, -0.8518], [-4.7496, -2.0236, -1.2086], [-2.7986, -1.0089, -0.4597], [-2.2725, -2.3450, -0.3538], [-1.4671, -2.8827, -1.3575], [-1.0972, -2.1059, -2.5903], [-1.0076, -4.1894, -1.2172], [-1.3435, -4.9494, -0.1108], [-2.1641, -4.4097, 0.8668], [-2.6470, -3.1109, 0.7588], [-3.5698, -2.5688, 1.8143], [0.3548, 3.8674, 2.9071], [-1.2053, 3.1653, 2.4305], [-1.0716, 4.8846, 2.7239], [1.4520, 5.5057, 1.3704], [1.9273, 6.1524, -0.9677], [0.3997, 5.4174, -2.7686], [-1.3360, 3.8978, -3.5446], [-2.5517, 4.7630, -2.6084], [-2.3884, 3.0349, -2.4053], [-6.0496, 3.8638, -0.2397], [-7.6606, 2.0523, -0.9126], [-6.7987, -0.2850, -1.2520], [-1.8760, -1.3955, -2.8688], [-0.9427, -2.7836, -3.4292], [-0.1663, -1.5468, -2.4517], [-0.3840, -4.6173, -1.9937], [-0.9748, -5.9623, -0.0155], [-2.4439, -5.0057, 1.7274], [-3.4850, -3.1479, 2.7327], [-4.6085, -2.6245, 1.4804], [-3.3536, -1.5253, 2.0490], [3.0028, 1.8765, 4.3705], [3.3510, 1.3414, 3.3228], [4.5388, 1.1440, 3.0550], [2.3626, 0.9841, 2.3655], [2.9425, 0.4888, 1.0793], [1.9180, 0.8637, -1.3414], [1.9392, 0.8283, -2.7799], [0.7575, 0.9622, -3.4086], [-0.4686, 1.0748, -2.6496], [-0.5557, 1.0051, -1.3668], [0.6345, 0.8667, -0.5859], [0.0048, 0.5253, 1.7855], [-1.3305, 0.5996, 1.9491], [-1.8191, 0.8919, 3.1395], [-0.9475, 1.0870, 4.2152], [0.4087, 1.1250, 4.0189], [0.9808, 0.9130, 2.7209], [4.0145, 0.4321, 1.2446], [2.8685, 0.7031, -3.3210], [0.6822, 0.9560, -4.4858], [-1.3994, 1.1767, -3.1949], [-2.8933, 0.9786, 3.2360], [-1.3526, 1.2508, 5.2039], [1.0649, 1.3258, 4.8482], [5.0497, -6.3715, -1.5336], [4.9102, -4.8538, -1.5350], [4.0287, -4.3285, -0.0897], [2.6542, -4.7608, -0.1890], [4.7923, -4.6537, 1.0837], [3.9910, -2.5429, -0.2087], [3.4445, -2.0016, 1.1211], [2.4793, -0.9158, 0.8775], [1.2029, -1.1405, 0.8050], [0.3693, -0.0377, 0.5173], [1.5080, 2.0461, -0.4677], [2.7566, 1.3124, -0.1940], [4.0090, 2.0088, -0.6707], [3.8509, 2.9349, -1.4334], [5.0661, 1.5513, -0.3074], [0.6168, -2.4338, 1.2210], [5.5646, -6.6801, -2.4415], [4.0738, -6.8541, -1.5124], [5.6282, -6.7055, -0.6746], [4.3444, -4.4953, -2.3966], [5.8814, -4.3573, -1.5059], [3.3341, -2.2935, -1.0428], [4.9951, -2.1721, -0.4140], [4.2450, -1.6016, 1.7370], [2.9584, -2.7867, 1.6943], [1.3701, 3.0641, -0.7913], [0.9723, -2.6887, 2.2225], [0.9187, -3.2435, 0.5506], [-0.4628, -2.3668, 1.2194]], "atomic_forces_ev_per_a": [[-0.02, -0.62, -0.09], [0.01, -0.01, 0.04], [0.01, 0.04, -0.05], [-0.02, 0.00, 0.02], [0.01, 0.01, 0.00], [0.02, -0.03, -0.01], [0.05, 0.01, 0.00], [0.00, -0.04, -0.05], [-0.05, -0.05, 0.06], [-0.12, 0.35, 0.03], [0.08, -0.03, -0.11], [-0.03, 0.02, 0.05], [-0.03, -0.03, 0.05], [0.03, 0.00, 0.00], [-0.05, 0.01, -0.01], [0.03, -0.01, 0.00], [-0.04, 0.05, 0.01], [0.13, 0.02, 0.29], [0.02, -0.02, -0.02], [0.00, -0.02, 0.02], [-0.30, 0.00, -0.06], [0.05, 0.07, 0.01], [0.01, -0.01, 0.01], [0.00, 0.03, -0.04], [0.03, 0.00, 0.02], [0.01, 0.01, 0.00], [0.01, 0.01, 0.02], [-0.01, -0.04, -0.02], [-0.01, 0.01, 0.01], [0.00, -0.02, 0.00], [-0.04, -0.05, 0.01], [0.01, 0.00, -0.02], [0.00, -0.01, 0.00], [0.00, -0.01, 0.00], [-0.01, 0.00, 0.01], [-0.01, 0.01, 0.01], [0.02, 0.01, 0.01], [0.01, -0.03, 0.01], [0.00, 0.00, 0.00], [0.01, 0.00, 0.00], [0.00, 0.00, 0.00], [-0.01, -0.02, 0.01], [0.00, 0.00, 0.00], [-0.01, -0.05, 0.02], [-0.01, 0.01, 0.00], [0.00, 0.01, 0.00], [0.00, 0.01, -0.01], [-0.01, -0.01, -0.01], [0.01, 0.01, -0.01], [0.02, 0.00, 0.01], [-0.02, -0.07, 0.00], [0.02, 0.13, -0.04], [-0.05, -0.05, 0.00], [0.01, -0.02, 0.03], [-0.02, -0.10, -0.06], [0.01, -0.09, 0.04], [0.06, -0.01, -0.03], [-0.08, 0.01, 0.02], [0.06, 0.02, -0.06], [0.12, 0.02, 0.04], [-0.07, 0.28, -0.10], [-0.06, -0.02, -0.04], [0.08, 0.16, -0.15], [-0.03, 0.05, 0.03], [0.00, 0.00, -0.03], [0.01, 0.02, -0.03], [0.01, 0.01, 0.06], [0.05, 0.02, 0.02], [-0.01, 0.01, 0.00], [0.02, 0.01, 0.00], [-0.01, 0.01, 0.00], [0.00, 0.00, 0.00], [0.00, 0.00, -0.01], [0.00, 0.00, 0.01], [-0.02, -0.01, 0.00], [0.04, 0.01, -0.07], [0.01, -0.02, 0.00], [-0.04, -0.01, 0.02], [-0.02, -0.01, 0.01], [0.08, 0.10, -0.02], [-0.02, 0.06, 0.00], [-0.06, -0.04, 0.10], [0.00, -0.02, 0.05], [0.08, 0.01, -0.02], [0.04, 0.02, 0.05], [0.02, 0.04, -0.02], [0.01, 0.01, -0.03], [0.00, -0.04, 0.03], [-0.03, 0.01, 0.00], [0.00, 0.01, -0.03], [0.01, -0.01, 0.01], [0.00, 0.01, 0.01], [-0.01, 0.00, 0.00], [-0.01, 0.01, 0.02], [-0.01, 0.00, 0.02], [0.00, -0.01, 0.01], [-0.01, -0.03, 0.01], [-0.01, 0.03, 0.02], [0.02, -0.03, -0.03], [-0.01, -0.01, -0.01], [-0.01, -0.02, -0.01], [0.00, -0.01, -0.01], [-0.02, 0.00, 0.01]], "e_tot_ev": -114290.87075, "charge": 1, "homo_lumo_gap_ev": [6.451, 6.566], "spin_multiplicity": 2, "homo_ev": [-10.491, -10.492], "e_above_lowest_ev": 6.738}